{
  "formula": "C18H17N3O5S2",
  "method": "ωB97M-V with the def2-TZVPD basis set",
  "elements": ["C", "C", "N", "C", "C", "C", "C", "C", "C", "S", "H", "S", "O", "O", "N", "H", "C", "C", "O", "N", "H", "C", "C", "C", "C", "C", "C", "C", "H", "O", "C", "O", "H", "H", "H", "H", "H", "H", "H", "H", "H", "H", "H", "H", "H"],
  "positions_angstrom": [[4.63149, -0.76304, -1.40558], [3.31886, -0.10751, -1.23012], [2.43694, 0.01707, -2.14660], [1.29912, 0.62105, -1.70171], [0.15483, 0.87217, -2.45458], [-0.92091, 1.47680, -1.83974], [-0.85627, 1.83840, -0.49850], [0.26107, 1.61616, 0.27385], [1.33749, 0.99513, -0.33609], [2.85981, 0.54181, 0.35123], [0.29864, 1.91547, 1.30734], [-2.30782, 2.60999, 0.19861], [-3.29894, 1.59075, 0.45216], [-2.68646, 3.70931, -0.63740], [-1.76819, 3.24258, 1.65075], [-1.88436, 4.24331, 1.63601], [-2.17112, 2.61610, 2.89938], [-1.38432, 1.31220, 3.10596], [-0.39840, 1.25602, 3.81251], [-1.91316, 0.26644, 2.45312], [-2.65304, 0.44771, 1.78231], [-1.29718, -1.04409, 2.44964], [-0.88239, -1.48638, 1.06811], [-1.80259, -1.46581, 0.02999], [-1.47034, -1.87960, -1.25655], [-0.18738, -2.32402, -1.46024], [0.74355, -2.35058, -0.42163], [0.42309, -1.93479, 0.84694], [1.15213, -1.95472, 1.64012], [1.93991, -2.82219, -0.89746], [1.73122, -3.08724, -2.27101], [0.39524, -2.78400, -2.60811], [2.40917, -2.46040, -2.87092], [1.92993, -4.15195, -2.47222], [-2.18708, -1.85820, -2.05930], [-2.80614, -1.11460, 0.21239], [-0.43245, -0.99088, 3.11507], [-2.01375, -1.76675, 2.86062], [-3.24710, 2.40256, 2.90860], [-1.92081, 3.29102, 3.71909], [-1.82808, 1.69136, -2.38094], [0.12856, 0.58334, -3.49245], [4.86707, -0.83871, -2.46382], [4.59060, -1.76587, -0.97920], [5.40960, -0.20538, -0.88963]],
  "nbo_charge": [-0.6743, 0.1566, -0.4650, 0.1173, -0.1893, -0.2085, -0.2497, -0.2193, -0.2176, 0.3791, 0.2531, 2.3006, -0.9639, -0.9275, -0.8676, 0.4214, -0.3153, 0.6624, -0.6323, -0.6268, 0.4332, -0.2482, -0.0347, -0.2152, -0.2500, 0.2241, 0.2975, -0.2787, 0.2300, -0.5042, 0.2335, -0.4795, 0.1717, 0.1570, 0.2301, 0.2177, 0.2388, 0.2052, 0.2083, 0.2389, 0.2354, 0.2346, 0.2423, 0.2452, 0.2334],
  "homo_lumo_gap_ev": 8.348,
  "energy_ev": -55320.487,
  "fmax_ev_per_a": 1.32,
  "smiles": "Cc1nc2ccc(S(=O)(=O)NCC(=O)NCc3ccc4c(c3)OCO4)cc2s1",
  "homo_ev": -8.0761
}

{
  "formula": "C7H8Cl4",
  "method": "ωB97M-V with the def2-TZVPD basis set",
  "elements": ["C", "C", "C", "C", "C", "C", "C", "Cl", "Cl", "Cl", "Cl", "H", "H", "H", "H", "H", "H", "H", "H"],
  "positions_angstrom": [[-1.02183, -1.05568, -0.12980], [0.32647, -1.39198, -0.75181], [-0.75449, 1.35013, -0.02295], [0.49737, 1.14107, -0.94110], [-0.79323, 0.10098, 0.85358], [1.17478, -0.16501, -0.52011], [0.57766, -0.14876, 1.34353], [-2.02012, 0.01075, 2.08905], [2.90767, -0.30710, -0.69243], [1.16810, 1.24109, 2.28177], [0.89148, -1.60684, 2.28000], [-1.55863, -0.50584, -0.92115], [-1.54921, -1.97243, 0.20054], [0.87961, -2.34080, -0.46545], [0.31315, -1.49521, -1.91975], [-0.69797, 2.25932, 0.62172], [-1.63607, 1.68952, -0.60810], [0.15657, 1.20380, -2.05758], [1.13869, 1.99300, -0.63996]],
  "nbo_charge": [-0.4340, -0.4792, -0.4263, -0.4886, -0.1466, 0.0623, -0.0492, 0.0014, 0.0304, -0.0127, 0.0351, 0.2206, 0.2541, 0.2486, 0.2198, 0.2378, 0.2392, 0.2360, 0.2514],
  "homo_lumo_gap_ev": 10.177,
  "energy_ev": -57477.308,
  "fmax_ev_per_a": 3.97,
  "homo_ev": -9.4671
}

{
  "formula": "C6H10N2",
  "method": "ωB97M-V with the def2-TZVPD basis set",
  "elements": ["C", "C", "C", "C", "C", "C", "N", "N", "H", "H", "H", "H", "H", "H", "H", "H", "H", "H"],
  "positions_angstrom": [[0.60224, -0.51315, 0.85154], [1.97430, -0.64694, 0.25610], [-0.68119, -0.68388, -1.01540], [-0.52709, 0.50350, -0.20626], [-1.71669, 0.89506, 0.59862], [0.07437, 1.50504, -1.00341], [-0.57116, -1.72777, -1.59037], [-2.52558, 0.02992, 1.04583], [0.25832, -2.31277, -1.69624], [-3.27198, 0.45563, 1.59358], [-1.80136, 1.97902, 0.73181], [0.57523, 0.18536, 1.68295], [0.11602, -1.44791, 1.12982], [0.88085, 1.33293, -1.69942], [-0.39239, 2.47896, -1.00845], [2.69059, -0.96758, 1.01657], [2.30752, 0.31874, -0.13431], [2.00798, -1.38417, -0.55295]],
  "nbo_charge": [-0.3305, -0.6491, 0.6361, -0.2554, 0.1560, -0.7425, -0.6217, -0.6078, 0.4109, 0.3464, 0.1780, 0.2190, 0.2078, 0.2031, 0.2041, 0.2285, 0.2360, 0.1810],
  "homo_lumo_gap_ev": [6.396, 6.389],
  "energy_ev": -9358.706,
  "fmax_ev_per_a": 2.17,
  "homo_ev": [-6.2397, -6.2360]
}

{
  "formula": "C10H12O3",
  "method": "ωB97M-V with the def2-TZVPD basis set",
  "elements": ["C", "C", "C", "C", "C", "C", "C", "C", "C", "C", "H", "H", "H", "H", "H", "H", "H", "H", "H", "H", "H", "H", "O", "O", "O"],
  "positions_angstrom": [[-0.72360, -3.91930, 0.53648], [-0.48712, -2.37161, 0.32027], [-0.97905, -1.61424, -0.83556], [-0.56705, -0.22119, -0.91904], [-0.90718, 1.97079, -1.51585], [-0.15875, 2.04674, -0.16927], [1.28340, 2.64915, -0.39287], [-0.07015, 0.51074, 0.19525], [0.35406, -0.28201, 1.37019], [0.30372, -1.71617, 1.31330], [-0.90409, -4.42211, -0.44396], [0.29841, -4.26278, 0.99713], [-1.65849, -4.09220, 1.19176], [-1.42304, -2.16277, -1.58305], [-1.85138, 2.53277, -1.41598], [-0.47777, 2.57484, -2.62028], [-0.87259, 2.59963, 0.49796], [2.02491, 2.20275, -0.95582], [1.70554, 2.64651, 0.58255], [2.04296, 4.61762, -0.31851], [1.04160, 0.17084, 2.01918], [0.82476, -1.54859, 3.05851], [-0.97547, 0.48496, -1.99726], [1.11894, 3.96837, -1.11627], [1.05743, -2.36273, 2.20114]],
  "nbo_charge": [-0.6477, -0.0377, -0.2229, 0.2831, -0.0709, -0.3084, -0.0730, -0.0659, -0.2997, 0.2508, 0.2167, 0.2402, 0.2266, 0.2174, 0.1963, 0.2125, 0.2399, 0.1911, 0.1653, 0.4402, 0.2011, 0.4866, -0.4995, -0.6903, -0.6519],
  "homo_lumo_gap_ev": 7.584,
  "energy_ev": -16700.207,
  "fmax_ev_per_a": 7.40,
  "homo_ev": -7.6487
}

{
  "formula": "C44H39LuN6O4P",
  "method": "ωB97M-V with the def2-TZVPD basis set",
  "elements": ["Lu", "C", "N", "C", "C", "N", "C", "C", "C", "C", "C", "C", "N", "C", "N", "C", "C", "C", "C", "C", "C", "N", "H", "H", "H", "H", "H", "H", "H", "H", "H", "H", "H", "H", "H", "H", "H", "O", "C", "O", "C", "C", "C", "C", "C", "N", "C", "O", "O", "H", "H", "H", "H", "C", "C", "C", "C", "C", "C", "C", "P", "C", "C", "C", "C", "C", "C", "C", "C", "C", "C", "C", "C", "C", "C", "H", "H", "H", "H", "H", "H", "H", "H", "H", "H", "H", "H", "H", "H", "H", "H", "H", "H", "H", "H"],
  "positions_angstrom": [[-1.02487, 0.15369, 0.82757], [-2.97175, -0.32741, 3.76088], [-2.00981, -1.14172, 3.01705], [-0.92396, -1.72891, 3.79262], [0.39564, -1.06956, 3.53387], [0.61401, -0.06582, 2.73053], [2.00518, 0.11525, 2.73016], [2.79533, 1.02337, 2.03691], [4.16458, 0.94330, 2.19423], [4.74680, -0.01033, 3.04366], [3.97172, -0.90336, 3.76083], [2.59664, -0.81392, 3.58026], [1.53335, -1.55068, 4.08657], [-2.95142, 1.08690, 3.28317], [-1.96726, 1.61764, 2.60871], [-2.35915, 2.94428, 2.35826], [-1.68943, 3.97590, 1.70575], [-2.32977, 5.19535, 1.60971], [-3.60758, 5.39636, 2.15399], [-4.27451, 4.38631, 2.82119], [-3.61629, 3.16569, 2.91215], [-3.96182, 1.95108, 3.49971], [-2.73880, -0.33935, 4.82562], [-3.98073, -0.72230, 3.64990], [-2.48714, -1.85872, 2.49344], [-0.81460, -2.77956, 3.52819], [-1.13807, -1.68923, 4.86150], [2.34687, 1.77041, 1.40173], [4.80599, 1.62849, 1.65192], [5.82507, -0.04289, 3.14411], [4.41653, -1.63935, 4.42116], [1.59837, -2.32298, 4.72609], [-0.69924, 3.82325, 1.29598], [-1.83671, 6.01922, 1.10797], [-4.07696, 6.36733, 2.05541], [-5.25801, 4.54190, 3.24959], [-4.82783, 1.74274, 3.96342], [-5.34043, 0.06594, -0.62568], [-4.15065, -0.28785, -0.16151], [-3.62462, 0.31805, 0.77217], [-3.52498, -1.40243, -0.82126], [-3.98115, -2.05561, -2.03275], [-3.21716, -2.98496, -2.60656], [-1.90481, -3.44528, -2.02852], [-1.57212, -2.63707, -0.78990], [-2.36729, -1.70322, -0.28265], [-0.28575, -2.57478, -0.16784], [2.13071, -2.53762, -0.24209], [-0.15434, -1.95071, 0.91928], [-5.61253, 0.86151, -0.14828], [-4.92278, -1.74458, -2.46839], [-3.52854, -3.45242, -3.53695], [-1.98817, -4.50358, -1.77284], [2.62481, 2.71171, -1.37786], [3.48300, 1.48563, -1.59786], [4.86093, 1.63787, -1.72690], [5.67839, 0.56836, -2.06525], [5.11728, -0.67540, -2.31200], [3.74940, -0.85411, -2.16258], [2.93025, 0.20157, -1.77309], [1.15501, -0.04011, -1.40643], [0.74175, -1.72688, -2.00876], [-0.05050, -2.02795, -3.03572], [-0.70041, -3.38844, -3.08305], [0.29977, -4.44662, -2.68230], [1.07814, -4.21201, -1.64210], [0.98749, -2.86302, -0.96972], [2.46234, -3.38606, 0.84991], [0.37246, 0.97386, -2.70042], [0.93349, 1.02474, -3.98378], [0.35627, 1.79250, -4.97630], [-0.79055, 2.52792, -4.68038], [-1.33710, 2.47901, -3.41104], [-0.77640, 1.70230, -2.38505], [-1.41365, 1.71841, -1.00644], [3.23571, 3.57364, -1.10653], [1.87051, 2.56296, -0.60689], [2.07766, 2.95872, -2.29055], [5.29648, 2.62264, -1.58507], [6.74903, 0.71250, -2.15669], [5.74105, -1.50803, -2.61494], [3.31768, -1.82958, -2.35067], [-0.33315, -1.27625, -3.76460], [-1.11651, -3.59508, -4.06688], [0.33266, -5.38255, -3.23190], [1.81992, -4.91669, -1.28506], [2.60840, -4.41930, 0.53113], [1.69742, -3.35233, 1.62690], [3.39986, -3.00687, 1.24970], [1.83438, 0.45666, -4.19740], [0.79472, 1.82797, -5.96656], [-1.25053, 3.14617, -5.44341], [-2.22489, 3.06333, -3.19019], [-2.49057, 1.59312, -1.17784], [-1.34770, 2.75788, -0.66551]],
  "lowdin_charge": [1.7096, -0.1041, -0.0803, -0.1170, -0.3252, 0.0722, -0.2086, -0.0103, -0.0647, -0.0719, -0.0142, -0.1892, 0.1813, -0.3445, 0.0576, -0.2159, -0.0273, -0.0697, -0.0756, -0.0108, -0.1783, 0.1855, 0.1303, 0.1359, 0.1135, 0.1350, 0.1282, 0.0916, 0.1075, 0.1090, 0.1150, 0.1707, 0.1064, 0.1094, 0.1085, 0.1143, 0.1706, 0.1574, -0.4883, -0.0320, -0.2090, -0.0005, -0.0240, -0.1571, -0.1564, 0.0781, -0.2607, -0.1424, -0.1687, 0.1388, 0.1182, 0.1174, 0.1448, -0.0483, -0.2741, -0.0521, -0.0741, -0.0727, -0.0789, -0.3143, 1.1266, -0.2453, 0.0021, -0.2039, -0.0251, 0.0220, -0.3944, -0.0437, -0.3725, -0.1050, -0.0794, -0.0733, -0.0494, -0.3224, -0.2655, 0.0843, 0.0466, 0.0841, 0.1129, 0.1065, 0.1062, 0.1015, 0.1216, 0.1390, 0.1226, 0.1149, 0.0832, 0.0812, 0.0992, 0.1147, 0.1053, 0.1053, 0.1125, 0.0246, 0.0174],
  "homo_lumo_gap_ev": [6.682, 6.684],
  "energy_ev": -106299.624,
  "fmax_ev_per_a": 1.12,
  "homo_ev": [-9.5599, -9.5607],
  "total_charge": 1
}

{
  "formula": "C13H28N6O6PrS",
  "method": "ωB97M-V with the def2-TZVPD basis set",
  "elements": ["O", "H", "Pr", "N", "N", "N", "N", "O", "O", "O", "O", "C", "C", "C", "C", "C", "H", "H", "H", "C", "H", "H", "H", "C", "C", "H", "H", "H", "H", "H", "H", "H", "H", "C", "H", "H", "H", "O", "H", "H", "S", "C", "N", "C", "C", "C", "N", "H", "H", "H", "H", "H", "H", "H", "H"],
  "positions_angstrom": [[0.30861, -0.48549, -3.23378], [0.66459, 0.11067, -3.91762], [0.96855, -0.48283, -0.91376], [0.47240, 1.64649, 0.50997], [1.75894, 1.72429, -1.64843], [-0.67871, -1.43104, 0.76018], [-0.17558, -2.63867, -1.51573], [-0.21054, 1.57768, 1.65349], [-1.13008, -0.78896, 1.88706], [-0.18865, -3.33749, -2.73415], [2.65204, 0.88718, -2.11223], [2.18904, 2.63159, -0.71714], [1.32952, 2.70998, 0.40963], [-1.13453, -2.69517, 0.64848], [-0.79684, -3.36045, -0.58284], [1.50124, 3.72136, 1.48867], [2.26864, 3.40368, 2.21509], [0.55303, 3.86977, 2.01772], [1.82150, 4.68056, 1.05897], [3.50425, 3.30084, -0.80799], [3.87634, 3.22761, -1.83536], [4.24015, 2.82964, -0.13662], [3.41582, 4.35778, -0.52650], [-1.98128, -3.35544, 1.68464], [-1.18399, -4.73717, -0.96495], [-2.24246, -2.62927, 2.45716], [-1.44554, -4.19616, 2.14754], [-2.90100, -3.75473, 1.23688], [-0.31339, -5.29587, -1.32846], [-1.93348, -4.73039, -1.76773], [-1.60203, -5.26954, -0.10642], [-0.79817, 0.18661, 1.76962], [0.07040, -2.67892, -3.40499], [-0.83978, 0.24896, -2.46294], [-0.48347, 1.17656, -1.96763], [-1.31311, -0.47154, -1.76692], [-1.57469, 0.52798, -3.22315], [-2.73828, 2.49914, 0.64011], [-3.48477, 2.11193, 1.12455], [-1.93400, 2.17121, 1.10930], [3.28752, -0.32497, 0.78358], [2.68247, -0.89877, 2.30134], [1.70704, -0.27477, 2.97748], [1.25888, -0.63712, 4.31423], [2.26430, -1.52548, 5.01779], [2.79499, -2.59994, 4.09469], [3.24709, -1.98128, 2.85114], [1.22905, 0.50143, 2.49747], [0.28730, -1.14316, 4.22962], [1.09380, 0.28732, 4.87870], [1.79201, -1.98823, 5.88634], [3.09532, -0.91477, 5.38221], [2.01570, -3.34232, 3.87407], [3.65107, -3.12111, 4.53052], [3.89737, -2.46492, 2.24069]],
  "lowdin_spin": [0.0000, 0.0003, 2.0096, 0.1358, -0.1641, -0.0029, -0.0041, 0.0858, -0.0009, -0.0003, -0.1161, 0.1041, -0.0577, 0.0002, 0.0019, -0.0134, -0.0044, -0.0018, -0.0012, 0.0185, 0.0006, 0.0075, 0.0038, 0.0000, 0.0003, 0.0000, 0.0000, 0.0000, 0.0001, 0.0001, 0.0000, -0.0005, 0.0000, 0.0026, 0.0005, 0.0002, -0.0003, 0.0014, 0.0000, 0.0006, -0.0051, -0.0007, -0.0002, 0.0000, 0.0000, -0.0001, -0.0005, 0.0006, 0.0000, 0.0000, 0.0000, 0.0000, 0.0000, 0.0000, 0.0000],
  "s_squared": 2.1621,
  "homo_lumo_gap_ev": [5.505, 5.704],
  "multiplicity": 3,
  "energy_ev": -60055.067,
  "fmax_ev_per_a": 4.41,
  "homo_ev": [-9.8481, -10.0310],
  "total_charge": 1
}